No. 1
Here is a structure of composition C16H28BCl14F10HgNO4S2 at a distorted geometry from the OMol25 dataset. Energies are from ωB97M-V with the def2-TZVPD basis set.

## Properties
Orbital gap ... 5.36 eV
Multiplicity ... 1
LUMO ... -5.09 eV
DFT total energy ... -255737.1566 eV
Relative energy (zero: lowest compared OMol25 entry of this formula, charge and spin) ... 100.8 kcal per mole

Cartesian coordinates (Å):
1 Hg -1.00 -2.10 3.18
2 B -3.58 -2.11 2.69
3 F -2.79 -0.94 2.46
4 F -4.88 -2.00 2.30
5 F -3.02 -3.02 1.84
6 F -3.30 -2.49 3.91
7 C -1.23 0.61 0.12
8 F -1.06 1.84 -0.30
9 F -2.53 0.51 0.49
10 F -1.02 -0.21 -0.95
11 S 0.01 0.26 1.57
12 O 1.15 1.23 1.54
13 O -0.64 0.27 2.86
14 N 0.27 -1.47 1.46
15 S 1.52 -1.48 0.52
16 O 1.61 -0.51 -0.60
17 O 2.77 -1.74 1.20
18 C 1.26 -3.15 -0.45
19 F 1.15 -4.14 0.38
20 F 0.28 -2.96 -1.33
21 F 2.39 -3.26 -1.11
22 Cl 1.90 -6.34 -1.35
23 C 3.41 -7.31 -1.44
24 C 3.55 -7.89 -2.84
25 Cl 5.24 -8.41 -3.06
26 H 3.39 -8.08 -0.68
27 H 4.11 -6.54 -1.08
28 H 3.32 -7.16 -3.62
29 H 2.90 -8.74 -3.06
30 Cl -1.74 1.29 -3.74
31 C -2.80 -0.12 -3.73
32 C -2.01 -1.36 -4.21
33 Cl -3.08 -2.80 -4.03
34 H -3.70 -0.01 -4.33
35 H -3.06 -0.36 -2.70
36 H -1.19 -1.46 -3.50
37 H -1.67 -1.30 -5.24
38 Cl -7.04 2.09 1.59
39 C -6.35 1.20 2.93
40 C -4.90 1.64 3.08
41 Cl -4.59 3.35 3.40
42 H -6.36 0.12 2.76
43 H -6.98 1.44 3.79
44 H -4.30 1.40 2.20
45 H -4.43 1.09 3.90
46 Cl 3.96 -0.57 -3.62
47 C 3.05 0.85 -3.79
48 C 1.56 0.63 -4.09
49 Cl 1.37 0.01 -5.70
50 H 3.64 1.49 -4.45
51 H 3.02 1.43 -2.86
52 H 1.00 1.56 -4.08
53 H 0.99 -0.07 -3.47
54 Cl 1.88 4.90 -1.22
55 C 0.37 4.34 -1.85
56 C 0.10 4.93 -3.26
57 Cl 1.48 4.61 -4.32
58 H -0.35 4.62 -1.07
59 H 0.42 3.25 -1.79
60 H -0.19 5.98 -3.24
61 H -0.79 4.46 -3.67
62 Cl -0.10 3.68 7.76
63 C -0.72 3.39 6.16
64 C -1.31 1.99 6.11
65 Cl -2.79 1.88 7.15
66 H 0.18 3.29 5.55
67 H -1.40 4.13 5.73
68 H -0.59 1.44 6.72
69 H -1.55 1.51 5.16
70 Cl 6.10 1.02 1.32
71 C 4.60 1.43 0.46
72 C 4.12 2.87 0.83
73 Cl 5.19 4.19 0.28
74 H 3.83 0.70 0.72
75 H 4.80 1.24 -0.59
76 H 4.01 2.87 1.91
77 H 3.14 3.05 0.39

---

No. 2
Here is a structure of composition C16H28BrN4Pd at a distorted geometry from the OMol25 dataset. Energies are from ωB97M-V with the def2-TZVPD basis set.

## Properties
Orbital gap ... 5.09 eV
Multiplicity ... 1
Net charge ... -1
LUMO ... 3.04 eV
DFT total energy ... -96526.9983 eV

Cartesian coordinates (Å):
1 Pd -0.26 0.35 -0.58
2 C 2.14 1.91 0.98
3 C 1.05 2.03 2.06
4 N -0.28 1.66 1.57
5 C -1.26 1.23 2.56
6 C -1.16 -0.28 2.82
7 N -1.28 -1.05 1.60
8 C -1.14 -2.48 1.82
9 C -1.47 -3.38 0.62
10 C -0.80 -2.95 -0.72
11 N 0.38 -2.18 -0.54
12 C 1.69 -2.74 -0.40
13 C 2.73 -1.63 -0.10
14 N 2.12 -0.52 0.62
15 C 2.94 0.60 1.01
16 H 2.82 2.76 1.02
17 H 1.63 1.92 0.00
18 H 1.05 3.06 2.46
19 H 1.30 1.38 2.90
20 H -0.65 2.34 0.93
21 H -2.26 1.45 2.18
22 H -1.14 1.75 3.52
23 H -1.91 -0.58 3.57
24 H -0.17 -0.49 3.25
25 H -2.13 -0.82 1.09
26 H -1.77 -2.81 2.67
27 H -0.10 -2.67 2.11
28 H -2.56 -3.42 0.48
29 H -1.16 -4.40 0.89
30 H -1.50 -2.32 -1.26
31 H -0.63 -3.86 -1.34
32 H 0.33 -1.22 -1.01
33 H 2.03 -3.30 -1.30
34 H 1.71 -3.46 0.43
35 H 3.12 -1.22 -1.04
36 H 3.58 -2.08 0.45
37 H 1.53 -0.85 1.38
38 H 3.76 0.69 0.28
39 H 3.41 0.46 2.00
40 Br 2.46 4.17 -5.56
41 C 1.45 3.08 -4.30
42 C 0.39 3.64 -3.62
43 C -0.30 2.85 -2.70
44 C 0.00 1.51 -2.43
45 C 1.08 1.01 -3.20
46 C 1.81 1.77 -4.11
47 H 0.11 4.68 -3.78
48 H -1.13 3.34 -2.18
49 H 1.38 -0.03 -3.08
50 H 2.64 1.33 -4.66

---

No. 3
Here is a structure of composition C16H28F5NO9P2TeZr from the OMol25 dataset. Energies are from ωB97M-V with the def2-TZVPD basis set.

## Properties
Orbital gap ... 7.69 eV
Multiplicity ... 1
Net charge ... +2
LUMO ... -7.60 eV
DFT total energy ... -77697.1316 eV
Relative energy (zero: lowest compared OMol25 entry of this formula, charge and spin) ... 56.1 kcal per mole

Cartesian coordinates (Å):
1 Zr 1.23 -0.50 -0.20
2 O 4.36 0.77 -2.94
3 C 3.62 0.47 -1.92
4 O 2.39 0.42 -1.95
5 C 4.32 0.18 -0.65
6 C 5.67 0.06 -0.43
7 C 6.09 -0.33 0.85
8 C 5.15 -0.57 1.84
9 C 3.81 -0.41 1.53
10 N 3.43 -0.04 0.32
11 C 2.65 -0.67 2.46
12 O 2.78 -0.77 3.64
13 O 1.49 -0.69 1.79
14 H 3.82 0.92 -3.74
15 H 6.38 0.24 -1.22
16 H 7.14 -0.45 1.06
17 H 5.44 -0.89 2.84
18 C -0.20 2.40 2.47
19 P 0.87 2.71 1.08
20 C 2.51 2.97 1.72
21 C 0.33 4.19 0.23
22 O 0.86 1.53 0.08
23 H -0.11 3.21 3.18
24 H 0.08 1.46 2.95
25 H -1.24 2.34 2.12
26 H 2.54 3.91 2.28
27 H 3.23 3.03 0.90
28 H 2.79 2.16 2.40
29 H -0.65 4.51 0.59
30 H 0.26 3.98 -0.84
31 H 1.03 5.00 0.39
32 C -5.44 1.26 -0.65
33 C -4.09 1.22 -1.31
34 O -3.44 -0.04 -0.94
35 P -1.91 -0.28 -1.32
36 O -2.01 -1.92 -1.61
37 C -3.05 -2.42 -2.53
38 C -4.12 -3.13 -1.74
39 O -1.17 -0.44 0.18
40 C -1.84 -1.21 1.27
41 C -2.72 -0.34 2.13
42 H -5.96 2.17 -0.95
43 H -5.36 1.26 0.44
44 H -6.04 0.41 -0.96
45 H -3.45 2.05 -0.98
46 H -4.17 1.25 -2.39
47 H -2.55 -3.09 -3.23
48 H -3.46 -1.59 -3.09
49 H -3.71 -3.95 -1.16
50 H -4.86 -3.54 -2.43
51 H -4.63 -2.43 -1.07
52 H -1.04 -1.66 1.85
53 H -2.41 -2.00 0.78
54 H -2.13 0.37 2.71
55 H -3.24 -0.98 2.83
56 H -3.46 0.20 1.54
57 F -1.08 -4.36 -1.44
58 Te 0.33 -3.24 -1.67
59 F 2.37 -2.15 -0.55
60 F 0.45 -3.80 -3.40
61 F 0.08 -2.76 0.16
62 F 1.54 -4.50 -1.19
63 O 0.55 -1.50 -2.10

---

No. 4
Here is a cluster of 2 separate species, C16H28FN4O5 in total at a distorted geometry from the OMol25 dataset. Energies are from ωB97M-V with the def2-TZVPD basis set.

## Properties
Orbital gap ... 9.02 eV
Multiplicity ... 1
Net charge ... +1
LUMO ... -3.51 eV
DFT total energy ... -35950.8635 eV
Relative energy (zero: lowest compared OMol25 entry of this formula, charge and spin) ... 34.9 kcal per mole

Cartesian coordinates (Å):
1 C 0.12 4.29 4.34
2 C -0.18 4.55 2.81
3 C 0.62 3.52 1.92
4 C 0.09 3.61 0.41
5 C 0.53 2.29 -0.35
6 C -0.51 1.11 -0.26
7 C 0.08 -0.15 -1.09
8 C -0.23 -1.50 -0.38
9 C -1.35 -2.34 -0.75
10 N -1.30 -3.45 0.14
11 C -0.20 -3.24 0.95
12 C 0.00 -4.37 2.01
13 O 1.36 -4.50 2.48
14 N 1.35 -4.83 3.86
15 O 0.95 -5.91 4.03
16 N 0.50 -2.10 0.68
17 C 1.74 -1.68 1.40
18 N 2.05 -0.26 1.30
19 C 3.30 0.02 0.54
20 H 1.23 4.07 4.42
21 H -0.16 5.22 4.91
22 H -0.43 3.38 4.72
23 H -1.27 4.39 2.60
24 H 0.12 5.58 2.46
25 H 0.44 2.47 2.30
26 H 1.72 3.77 1.94
27 H 0.68 4.46 -0.05
28 H -1.00 3.84 0.34
29 H 0.67 2.54 -1.44
30 H 1.50 1.95 0.10
31 H -1.49 1.46 -0.68
32 H -0.72 0.76 0.79
33 H 1.16 0.04 -1.29
34 H -0.47 -0.15 -2.08
35 H -2.11 -2.19 -1.55
36 H -1.91 -4.27 0.19
37 H -0.31 -5.39 1.62
38 H -0.70 -4.17 2.88
39 H 1.55 -1.89 2.50
40 H 2.58 -2.37 1.10
41 H 2.06 0.18 2.22
42 H 3.97 0.65 1.18
43 H 3.07 0.58 -0.41
44 H 3.87 -0.90 0.24
45 C -2.26 -0.52 -6.21
46 C -1.50 -1.41 -5.27
47 O -2.10 -1.13 -4.01
48 C -3.39 -0.78 -4.29
49 O -4.26 -0.74 -3.49
50 O -3.55 -0.49 -5.61
51 F -0.19 -1.05 -5.21
52 H -1.85 0.49 -6.25
53 H -2.30 -0.93 -7.22
54 H -1.58 -2.48 -5.49

---

No. 5
Here is a structure of composition C16H28MnN8O4Te at a distorted geometry from the OMol25 dataset. Energies are from ωB97M-V with the def2-TZVPD basis set.

## Properties
Orbital gap (alpha / beta) ... 4.48 / 5.82 eV
Multiplicity ... 6
Expectation value of S² ... 8.86
LUMO (alpha / beta) ... -1.64 / -0.88 eV
DFT total energy ... -75764.6345 eV
Relative energy (zero: lowest compared OMol25 entry of this formula, charge and spin) ... 42.8 kcal per mole

Cartesian coordinates (Å):
1 Mn 0.60 -0.62 1.13
2 N 1.33 -1.33 4.41
3 N 0.50 -2.43 4.71
4 C -0.34 -2.83 3.69
5 N -1.03 -3.99 3.82
6 N -0.40 -2.06 2.62
7 N -1.32 -2.23 1.68
8 O -1.16 -1.39 0.70
9 O -2.28 -3.04 1.73
10 H 2.14 -1.59 3.86
11 H 1.62 -0.90 5.29
12 H 0.94 -3.22 5.20
13 H -1.17 -4.36 4.74
14 H -1.80 -4.06 3.14
15 C 0.49 0.02 -6.85
16 C 0.73 -0.24 -5.40
17 C 1.86 0.23 -4.75
18 C 2.13 -0.07 -3.42
19 C 3.37 0.47 -2.79
20 C 1.25 -0.90 -2.73
21 Te 1.84 -1.72 -0.83
22 C 0.07 -1.33 -3.34
23 C -0.93 -2.18 -2.60
24 C -0.17 -1.00 -4.66
25 H 1.23 0.70 -7.25
26 H -0.50 0.46 -7.00
27 H 0.52 -0.91 -7.41
28 H 2.56 0.85 -5.29
29 H 3.80 1.26 -3.42
30 H 4.11 -0.32 -2.67
31 H 3.16 0.89 -1.81
32 H -1.04 -1.85 -1.57
33 H -0.60 -3.22 -2.59
34 H -1.90 -2.12 -3.09
35 H -1.07 -1.37 -5.13
36 C 0.21 2.44 2.00
37 C -0.66 3.72 2.11
38 N -2.03 3.42 1.75
39 C -2.08 2.98 0.37
40 C -1.18 1.73 0.18
41 N -0.61 1.34 1.48
42 C -1.72 1.08 2.41
43 C -2.53 2.38 2.62
44 H 0.60 2.14 2.97
45 H 1.05 2.59 1.32
46 H -0.29 4.50 1.44
47 H -0.64 4.12 3.13
48 H -1.73 3.81 -0.26
49 H -3.12 2.77 0.12
50 H -0.36 1.92 -0.51
51 H -1.76 0.88 -0.20
52 H -1.29 0.71 3.35
53 H -2.35 0.30 1.98
54 H -2.45 2.73 3.65
55 H -3.59 2.22 2.40
56 O 2.81 -1.53 1.95
57 N 3.08 -0.29 2.01
58 O 2.10 0.43 1.64

---

No. 6
Here is a cluster of 2 separate species, C16H28N2O7 in total at a distorted geometry from the OMol25 dataset. Energies are from ωB97M-V with the def2-TZVPD basis set.

## Properties
Orbital gap ... 9.88 eV
Multiplicity ... 1
LUMO ... 0.44 eV
DFT total energy ... -34359.8073 eV
Relative energy (zero: lowest compared OMol25 entry of this formula, charge and spin) ... 11.0 kcal per mole
SMILES string ... O=C(O)[C@]1(O)C=C[C@@H](O)[C@H](O)C1.CC[C@H](C)[C@H](NC(C)=O)C(=O)NC

Cartesian coordinates (Å):
1 O -0.39 1.40 2.54
2 O 0.64 -1.31 0.67
3 O -3.51 -1.48 0.22
4 O 1.56 0.76 0.85
5 O 6.55 -3.26 0.08
6 O 3.82 -0.33 1.76
7 O 4.58 -4.42 2.03
8 C -1.43 1.56 1.92
9 C 1.63 -0.59 0.76
10 C -3.85 -0.32 0.03
11 C 4.75 -1.99 -0.83
12 C 3.78 -1.08 -0.46
13 N -5.15 -0.05 -0.11
14 N -1.80 0.65 1.02
15 C -2.25 2.82 2.12
16 C -5.80 1.25 -0.29
17 C -0.44 2.41 -2.76
18 C 5.12 -3.19 0.01
19 C 3.06 -1.17 0.87
20 C 3.10 -2.61 1.42
21 C 4.55 -3.12 1.44
22 C -3.01 0.75 -2.62
23 C -1.26 2.21 -1.49
24 C -2.06 0.88 -1.41
25 C -2.80 0.81 -0.05
26 H 0.69 0.96 1.26
27 H 6.90 -2.42 0.42
28 H 3.50 0.59 1.66
29 H 5.48 -4.79 1.95
30 H 5.25 -1.88 -1.79
31 H 3.55 -0.26 -1.12
32 H -5.75 -0.87 -0.06
33 H -1.27 -0.22 1.01
34 H -2.21 3.43 1.22
35 H -3.27 2.55 2.36
36 H -1.82 3.38 2.96
37 H -6.88 1.12 -0.33
38 H -5.47 1.72 -1.21
39 H -5.57 1.90 0.56
40 H 0.20 1.54 -2.93
41 H 0.19 3.29 -2.65
42 H -1.09 2.56 -3.63
43 H 4.73 -4.09 -0.48
44 H 2.69 -2.62 2.43
45 H 2.49 -3.27 0.80
46 H 5.16 -2.44 2.04
47 H -3.57 -0.18 -2.56
48 H -3.70 1.59 -2.65
49 H -2.44 0.72 -3.54
50 H -0.56 2.26 -0.65
51 H -1.95 3.05 -1.39
52 H -1.35 0.05 -1.46
53 H -3.33 1.75 0.08

---

No. 7
Here is a structure of composition C16H29Cl10Mg2O6 at a distorted geometry from the OMol25 dataset. Energies are from ωB97M-V with the def2-TZVPD basis set.

## Properties
Orbital gap ... 7.75 eV
Multiplicity ... 1
Net charge ... +1
LUMO ... -4.61 eV
DFT total energy ... -165463.5642 eV
Relative energy (zero: lowest compared OMol25 entry of this formula, charge and spin) ... 25.4 kcal per mole

Cartesian coordinates (Å):
1 Mg 3.01 -0.92 1.85
2 Mg 2.52 2.38 1.34
3 C -0.93 0.02 0.33
4 C 0.48 0.23 0.85
5 O 1.29 -0.68 1.03
6 O 0.80 1.43 1.12
7 H -1.76 0.03 1.04
8 H -1.07 -0.85 -0.31
9 H -1.02 0.91 -0.29
10 C 3.51 1.24 5.12
11 C 3.17 0.56 3.83
12 O 3.16 1.07 2.70
13 O 3.07 -0.66 3.76
14 H 4.29 0.65 5.61
15 H 2.65 1.45 5.76
16 H 3.99 2.21 4.95
17 C 5.45 0.79 -1.32
18 C 4.33 0.68 -0.31
19 O 4.18 -0.34 0.40
20 O 3.66 1.70 -0.07
21 H 5.32 1.68 -1.94
22 H 5.57 -0.14 -1.88
23 H 6.45 0.89 -0.88
24 Cl -2.45 0.34 -2.82
25 C -3.33 -0.50 -4.10
26 C -2.40 -0.81 -5.27
27 Cl -1.74 0.72 -5.89
28 H -4.21 0.09 -4.34
29 H -3.63 -1.45 -3.66
30 H -3.00 -1.24 -6.07
31 H -1.55 -1.46 -5.07
32 Cl -3.09 -2.93 -0.55
33 C -2.16 -4.36 -0.89
34 C -0.69 -4.00 -0.86
35 Cl 0.31 -5.48 -0.76
36 H -2.41 -4.66 -1.91
37 H -2.49 -5.15 -0.21
38 H -0.29 -3.41 -0.04
39 H -0.45 -3.64 -1.86
40 Cl -4.73 -1.80 4.82
41 C -3.19 -1.88 3.97
42 C -2.51 -0.53 3.88
43 Cl -3.51 0.64 2.99
44 H -3.27 -2.38 3.00
45 H -2.54 -2.49 4.59
46 H -1.54 -0.58 3.39
47 H -2.29 -0.06 4.83
48 Cl -4.46 5.07 0.66
49 C -3.25 3.79 0.51
50 C -2.10 4.01 1.50
51 Cl -1.29 5.55 1.16
52 H -2.89 3.80 -0.52
53 H -3.92 2.94 0.64
54 H -1.45 3.16 1.29
55 H -2.38 3.97 2.55
56 Cl 0.52 -1.37 -3.14
57 C 1.37 0.19 -3.21
58 C 2.88 -0.05 -3.64
59 Cl 3.64 1.53 -4.10
60 H 1.14 0.72 -2.29
61 H 0.91 0.59 -4.12
62 H 2.94 -0.80 -4.43
63 H 3.37 -0.43 -2.74

---

No. 8
Here is a cluster of 10 separate species, C16H29Cl18N2P in total at a distorted geometry from the OMol25 dataset. Energies are from ωB97M-V with the def2-TZVPD basis set.

## Properties
Orbital gap ... 8.70 eV
Multiplicity ... 1
LUMO ... 0.17 eV
DFT total energy ... -254734.1588 eV
Relative energy (zero: lowest compared OMol25 entry of this formula, charge and spin) ... 0.0 kcal per mole
SMILES string ... CCP(C)[C@@H](C#N)CC#N.ClCCl.ClCCl.ClCCl.ClCCl.ClCCl.ClCCl.ClCCl.ClCCl.ClCCl

Cartesian coordinates (Å):
1 C 7.01 2.10 2.05
2 C 6.29 1.61 0.77
3 P 4.93 0.44 1.23
4 C 5.09 -1.01 0.11
5 C 3.32 1.20 0.65
6 C 2.22 0.30 0.98
7 N 1.34 -0.40 1.20
8 C 3.04 2.60 1.25
9 C 3.48 2.76 2.63
10 N 3.83 2.99 3.70
11 H 7.16 3.17 2.01
12 H 6.46 1.82 2.94
13 H 7.99 1.61 2.13
14 H 5.98 2.44 0.14
15 H 7.01 1.03 0.20
16 H 6.06 -1.48 0.25
17 H 4.29 -1.72 0.31
18 H 5.00 -0.69 -0.93
19 H 3.34 1.29 -0.44
20 H 3.44 3.39 0.62
21 H 1.97 2.72 1.24
22 C -0.75 2.60 -0.60
23 Cl 0.61 3.73 -0.48
24 Cl -2.19 3.38 -1.27
25 H -0.47 1.78 -1.24
26 H -0.98 2.23 0.39
27 C -3.95 2.14 1.94
28 Cl -5.55 1.49 2.33
29 Cl -2.69 0.91 2.08
30 H -3.96 2.50 0.91
31 H -3.72 2.95 2.62
32 C -2.74 0.69 -4.15
33 Cl -2.74 0.19 -5.84
34 Cl -1.12 0.73 -3.45
35 H -3.19 1.68 -4.08
36 H -3.34 -0.01 -3.58
37 C -6.80 1.90 -4.13
38 Cl -7.43 2.82 -5.50
39 Cl -5.29 2.58 -3.50
40 H -7.53 1.91 -3.33
41 H -6.61 0.88 -4.46
42 C 4.47 -3.29 3.53
43 Cl 5.87 -2.23 3.74
44 Cl 3.11 -2.42 2.81
45 H 4.75 -4.10 2.86
46 H 4.18 -3.69 4.49
47 C 6.82 -0.12 -3.68
48 Cl 6.30 1.08 -2.49
49 Cl 8.58 -0.20 -3.81
50 H 6.45 -1.09 -3.37
51 H 6.41 0.15 -4.65
52 C -3.76 -1.97 0.31
53 Cl -3.47 -1.52 -1.38
54 Cl -4.62 -3.51 0.44
55 H -2.80 -2.07 0.81
56 H -4.35 -1.20 0.78
57 C -7.47 -1.49 -0.72
58 Cl -6.95 -0.96 -2.33
59 Cl -9.22 -1.39 -0.53
60 H -7.16 -2.52 -0.59
61 H -7.00 -0.85 0.02
62 C -5.90 -5.82 3.17
63 Cl -6.11 -7.51 2.70
64 Cl -4.90 -5.65 4.62
65 H -5.43 -5.29 2.36
66 H -6.88 -5.40 3.38